Computed, not measured: one molecule with the formula C6H13N2O4P, with the ωB97M-V functional and the def2-TZVPD basis.

```
26
Properties=species:S:1:pos:R:3:mulliken_charge:R:1
H 3.493 -0.419 1.296 0.3962
C 3.369 0.136 0.411 -1.3613
N 1.246 1.560 -0.029 0.4046
C -3.119 -1.309 0.904 -0.6283
H -4.102 -1.606 0.632 0.2747
O -1.590 1.234 1.700 -0.7683
H 3.757 1.130 0.608 0.3881
H -0.450 1.221 -2.558 0.2081
H 0.435 -2.625 0.202 0.4657
H 3.638 -0.051 -0.618 0.3836
H -2.165 1.738 -2.741 0.3022
H -2.390 -2.066 0.801 0.2473
O -2.772 -0.293 0.041 -0.3184
H -3.262 -1.018 2.047 0.2485
N 1.926 2.640 0.138 -0.9776
C 1.918 0.337 0.188 0.4530
H 1.990 -2.397 -0.425 0.3406
H -2.000 0.239 -2.104 0.3595
H 1.240 3.412 0.082 0.2549
O -1.544 1.685 -0.788 -0.2901
C 1.262 -2.063 0.325 -1.8022
C 0.989 -0.616 0.223 0.8231
O -0.360 -0.350 0.117 0.0350
C -1.519 1.190 -2.074 -0.6806
P -1.554 0.655 0.366 0.8143
H 1.565 -2.366 1.256 0.4273
```

HOMO energy = -9.003 eV
HOMO-LUMO gap = 9.35 eV


Computed, not measured: a 2-piece molecular cluster, C2H5ClN2O overall, with the ωB97M-V functional and the def2-TZVPD basis.

```
11
Properties=species:S:1:pos:R:3:mulliken_spin:R:1
H -0.235 0.589 -1.904 0.0036
Cl 2.378 0.595 1.972 0.1116
H -1.926 -0.150 -1.630 0.0054
H 0.991 -1.278 2.009 -0.0307
H -1.667 1.445 -0.994 -0.0066
N 1.892 -0.941 1.462 0.9221
C -0.650 -0.181 0.087 -0.0635
H 1.063 -0.175 -0.908 -0.0233
O -1.320 -0.189 1.107 0.2505
C -1.166 0.448 -1.241 0.0516
N 0.641 -0.163 0.040 0.7793
```

HOMO energy (spin up / spin down) = -8.573 / -9.794 eV
multiplicity = 3
HOMO-LUMO gap (spin up / spin down) = 9.25 / 6.54 eV


Computed, not measured: C23H41EuNO2P2 as an isolated structure, with the ωB97M-V functional and the def2-TZVPD basis.

```
70
Properties=species:S:1:pos:R:3:mulliken_spin:R:1
C 4.174 -2.301 0.165 0.0002
H -4.141 -0.520 -2.487 -0.0060
C -5.398 -1.350 -0.130 0.0078
C 3.474 0.045 -1.734 -0.0007
C -3.040 1.548 0.049 -0.0068
N -1.138 -3.651 1.527 -0.0011
H 5.554 0.612 0.899 -0.0006
C -4.180 0.183 1.531 0.2764
H 4.997 1.483 -1.529 0.0001
C -3.738 0.451 -2.167 -0.0127
C 4.715 0.521 -1.070 0.0019
H -1.492 3.016 0.223 -0.0033
H 3.083 -3.333 -1.477 -0.0022
H -6.348 -1.229 0.411 0.0028
H -0.793 -2.198 -1.362 -0.0067
C -3.291 1.302 1.433 0.2369
H 1.531 -0.136 -0.182 0.0135
H 2.946 0.847 -2.269 -0.0015
H -0.189 0.846 -4.005 -0.0002
H 0.832 -2.102 -2.154 -0.0027
C 0.502 0.427 2.525 0.0034
P 0.215 1.556 1.110 0.0066
H -4.344 -1.432 2.922 0.0175
H 1.212 3.622 0.877 0.0002
C 3.378 -1.409 1.145 -0.0085
C 3.571 -0.065 1.190 0.0108
Eu 1.475 -2.563 0.200 5.0051
C -2.732 2.070 2.561 -0.0196
H -5.822 -0.465 2.707 0.0128
O 0.055 -4.066 1.499 -0.0071
O -1.359 -2.540 0.967 0.0005
C 4.562 0.753 0.448 0.0022
H -5.610 -1.348 -1.204 -0.0006
H -1.644 2.268 -1.395 -0.0084
C -2.210 2.629 -0.521 0.0374
H 0.113 0.923 3.424 -0.0001
C 3.093 -1.218 -1.956 0.0017
H 3.197 0.446 2.070 0.0031
C -4.724 -0.407 2.770 -0.0179
H -1.653 2.274 2.391 0.0143
C 0.598 0.728 -3.253 0.0015
H 1.517 0.092 2.712 0.0015
H 4.354 1.820 0.605 -0.0001
H -0.120 -0.441 2.294 -0.0005
H -4.982 -2.331 0.143 0.0033
C 1.615 2.688 1.304 0.0011
H 4.244 -3.317 0.600 -0.0035
P -0.380 0.132 -1.827 0.0097
H 3.078 -1.906 2.096 -0.0025
C -3.753 0.569 -0.700 0.1791
H 1.089 1.700 -3.049 -0.0001
H 2.525 2.358 0.776 0.0001
H 2.573 -1.434 -2.901 0.0047
H 4.605 -2.706 -1.874 0.0003
C 0.786 0.650 -0.465 -0.0167
H -2.839 3.469 -0.858 -0.0049
H -2.705 0.531 -2.565 0.0154
H 1.343 -0.009 -3.593 0.0006
H -3.219 3.048 2.702 0.0319
C -4.473 -0.259 0.219 0.1898
H -2.819 1.505 3.502 -0.0073
H -4.455 0.200 3.644 -0.0024
H 1.465 1.390 -0.992 0.0002
C -0.182 -1.679 -2.093 0.0156
H 5.558 -0.151 -1.298 -0.0002
C 3.703 -2.428 -1.314 -0.0001
H -0.627 -1.835 -3.084 0.0007
H 5.195 -1.905 0.135 0.0012
H 1.806 2.788 2.381 0.0000
H -4.334 1.245 -2.651 0.0334
```

HOMO energy (spin up / spin down) = -8.699 / -8.611 eV
total charge = +1
multiplicity = 7
HOMO-LUMO gap (spin up / spin down) = 5.11 / 5.10 eV


Computed, not measured: one molecule with the formula C15H20O4, with the ωB97M-V functional and the def2-TZVPD basis.

```
39
Properties=species:S:1:pos:R:3:mulliken_charge:R:1
C 1.146 -3.069 1.232 -0.3371
H -1.536 -0.188 -2.039 0.4052
C -0.708 0.234 -1.463 -1.4659
C 0.511 2.046 0.957 -1.6404
H 1.984 0.777 1.865 0.6817
H -1.569 2.366 -2.820 0.3490
O -0.711 -0.571 0.960 -0.5447
H -0.347 1.898 1.627 0.3569
C 1.153 -5.618 1.815 -1.1908
C 1.656 -4.225 1.956 0.5014
H 0.645 -5.807 0.867 0.3586
C -0.133 2.442 -0.361 0.3962
H 0.470 -3.335 0.391 0.0956
C 1.443 0.796 0.920 0.2802
C -1.243 1.512 -0.866 0.4773
C -2.005 2.388 -1.834 0.0710
H 1.930 -1.515 2.442 0.3929
C 2.536 0.864 -0.149 -1.7169
H 3.087 1.799 -0.062 0.4037
H -3.636 1.127 -2.468 0.3526
H -1.893 1.329 0.029 0.2522
O -2.401 4.761 -1.551 -0.5972
H 3.229 0.072 -0.018 0.5154
H 2.178 0.795 -1.151 0.3215
H -4.016 2.907 -2.420 0.3989
C -1.745 3.796 -1.238 0.3776
H 1.960 -6.334 1.997 0.3118
O -0.782 3.730 -0.269 -0.4048
H 0.366 -5.757 2.565 0.2950
H 0.644 2.494 -1.149 0.2175
C -3.477 2.080 -1.915 -1.5831
O 2.735 -4.108 2.521 -0.5569
H 0.131 0.392 -2.093 0.3569
H 1.112 2.862 1.333 0.4509
H -3.891 2.036 -0.904 0.3784
C 0.702 -0.569 0.822 1.8069
C 1.329 -1.741 1.559 -0.7576
H -0.530 -1.841 -0.719 0.4559
C -0.324 -0.823 -0.371 -0.4660
```

HOMO energy = -9.696 eV
HOMO-LUMO gap = 9.58 eV


Computed, not measured: C6H11CoN5P as an isolated structure, with the ωB97M-V functional and the def2-TZVPD basis.

```
24
Properties=species:S:1:pos:R:3:mulliken_spin:R:1
C -0.781 2.091 0.549 -0.0503
H 1.518 -2.011 -1.339 -0.0060
H 0.210 -3.916 0.458 -0.0012
H 0.465 -0.101 -2.981 0.0010
C 2.177 1.199 -2.280 -0.0028
H -3.796 0.453 2.719 -0.0038
H -1.926 -3.896 0.087 -0.0004
H 1.979 2.121 -2.837 -0.0002
P -0.895 -3.048 0.585 -0.0028
N -0.840 0.799 0.249 0.1150
H 3.739 -0.942 -0.168 -0.0001
H -3.624 2.129 2.977 -0.0192
C 1.954 -1.026 -1.546 0.0064
Co -1.326 -1.024 -0.046 1.9845
C 3.082 -0.432 -0.885 0.0010
H 3.892 1.673 -0.880 -0.0007
C 1.391 -0.010 -2.417 0.0072
H -1.152 -3.173 1.974 -0.0082
C 3.123 0.963 -1.245 0.0072
N -1.678 2.506 1.455 0.2187
N -1.916 0.304 1.041 0.4020
N -3.169 1.245 2.794 0.0905
N -2.397 1.375 1.644 0.2667
H -0.030 2.722 0.095 -0.0043
```

HOMO energy (spin up / spin down) = -2.150 / -2.422 eV
total charge = -1
multiplicity = 4
HOMO-LUMO gap (spin up / spin down) = 5.01 / 5.11 eV


Computed, not measured: H23O12 as an isolated structure, with the ωB97M-V functional and the def2-TZVPD basis.

```
35
Properties=species:S:1:pos:R:3:mulliken_charge:R:1
H 4.320 1.594 0.396 0.3156
H 1.577 0.001 0.571 0.2358
O -0.262 2.324 0.731 -0.8378
H -0.309 3.122 1.251 0.1251
H -1.203 -2.342 -3.524 0.3046
H -1.616 -2.804 -2.249 0.3092
H -1.668 -0.666 1.769 0.3408
H 3.192 -2.585 -2.127 0.3044
O 4.102 1.822 -0.506 -0.6255
O -4.895 0.043 0.952 -0.6221
H 3.632 2.650 -0.600 0.3025
O 3.108 -1.052 2.757 -0.6598
H -0.993 2.306 -1.956 0.3288
O -0.950 -3.051 -2.911 -0.6284
O 3.634 -2.248 -1.369 -0.6421
H -1.986 -0.554 4.089 0.3563
O -0.861 1.346 -1.946 -0.7029
H 3.162 -1.557 -0.908 0.3374
H 0.869 -1.452 -4.726 0.2849
H 0.753 1.334 1.078 0.3433
O -2.655 0.124 4.190 -0.6745
H -1.320 1.634 0.507 0.3053
O -2.217 0.950 0.476 -0.7600
H 2.843 -1.625 2.031 0.2723
O 0.208 -0.950 -4.249 -0.5633
H -0.053 1.409 -1.407 0.3027
O -0.869 -0.993 2.206 -0.7068
H 2.585 -0.254 2.538 0.4103
O 1.544 0.677 1.247 -0.6963
H -2.818 0.492 3.319 0.3262
H -4.200 0.645 0.619 0.3440
H -2.036 0.657 -0.427 0.2890
H -5.044 -0.494 0.165 0.2753
H -0.112 -0.424 2.044 0.4104
H 0.540 -0.075 -4.032 0.2951
```

HOMO energy = -6.367 eV
total charge = -1
HOMO-LUMO gap = 8.75 eV


Listing energy above the lowest of the compared OMol25 structures with the same formula, charge and spin for the structures above in their given order: 2.023 0.082 0.000 1.907 0.000 2.671 eV.